No. 1
ORCA calculation (wB97M-V/def2-TZVPD) on a structure of composition C18H41HoN2OP3 at a distorted geometry.

Each line ends with the Mulliken charge.
Positions of all 66 atoms, in Å:
Ho -0.44 -0.12 -1.11  -0.460
P -2.53 -1.19 -0.33  0.208
P -0.84 2.32 -0.83  0.490
N 0.04 -1.99 -1.82  -0.124
N 1.23 0.45 -2.14  0.259
H 1.73 -2.84 -2.60  0.626
H 2.95 -0.50 -2.66  0.686
H 2.00 -2.03 -1.04  -0.226
C 1.47 -1.97 -2.01  -0.280
H 1.60 -0.75 -3.79  0.226
C 1.88 -0.67 -2.74  -0.833
H -0.30 -3.95 -1.57  0.666
H 2.39 1.96 -2.70  0.651
C -0.70 -3.00 -1.36  -0.133
C 1.50 1.75 -2.20  -0.012
C -1.93 -2.81 -0.72  -0.693
C 0.67 2.74 -1.65  -0.895
H -2.55 -3.67 -0.48  0.537
H 0.98 3.78 -1.69  0.505
H -1.94 2.81 -1.36  0.050
H -0.86 2.64 0.47  -0.288
H -3.61 -0.86 -1.04  0.136
H -2.80 -1.03 0.94  -0.056
H -0.12 0.93 -4.16  -0.015
C -1.15 0.58 -4.30  0.961
C -2.10 1.73 -4.32  -1.277
C -1.24 -0.37 -5.47  -1.405
O -1.50 -0.21 -3.10  -0.213
H -1.92 2.32 -5.24  0.424
H -3.15 1.38 -4.35  0.327
H -1.98 2.40 -3.47  0.169
H -0.55 -1.21 -5.38  0.416
H -2.26 -0.76 -5.58  0.331
H -0.98 0.18 -6.39  0.417
H -0.94 -1.08 -3.08  0.439
C -0.59 2.61 3.15  -1.763
C 0.66 1.76 2.84  0.745
C 1.36 1.62 4.22  -1.564
P 0.36 0.25 1.71  0.646
C 2.05 -0.52 1.35  1.470
C 3.18 -0.14 2.30  -1.961
C 1.92 -2.04 1.33  -2.050
C -0.85 -0.81 2.73  0.701
C -0.31 -1.42 4.02  -1.403
C -2.19 -0.11 3.07  -2.144
H -1.12 2.26 4.04  0.387
H -1.36 2.68 2.36  0.270
H -0.28 3.63 3.40  0.502
H 1.33 2.37 2.20  0.525
H 0.72 1.12 4.97  0.282
H 2.35 1.15 4.25  0.261
H 1.52 2.63 4.62  0.466
H 2.33 -0.11 0.34  -0.159
H 2.98 -0.57 3.29  0.362
H 4.11 -0.60 1.94  0.502
H 3.33 0.93 2.33  0.468
H 1.05 -2.40 0.78  0.353
H 2.85 -2.48 0.93  0.491
H 1.83 -2.46 2.35  0.445
H -1.05 -1.67 2.05  0.346
H -0.20 -0.68 4.83  0.219
H -1.04 -2.16 4.39  0.473
H 0.64 -1.95 3.91  0.202
H -2.57 0.54 2.28  0.410
H -2.93 -0.88 3.33  0.511
H -2.10 0.49 4.00  0.396

Computed properties:
Charge   +2
Spin multiplicity   6
ΔE to the lowest compared entry with this formula, charge and spin   88.67 kcal/mol
<S²>   8.7855
E_HOMO (spin up / spin down)   -0.516 / -0.516 Eh
DFT total energy   -2866.56360 a.u.

=====

No. 2
ORCA calculation (wB97M-V/def2-TZVPD) on a structure of composition C18H41MnN2O4SSb.

Each line ends with the Mulliken charge.
Positions of all 68 atoms, in Å:
Mn 0.24 -0.11 -0.15  0.829
C 4.88 -2.32 -1.22  -1.014
N 3.48 -2.48 -0.86  0.193
C 3.03 -3.88 -0.75  -0.987
C 2.64 -1.49 -0.66  0.972
O 1.44 -1.68 -0.35  -0.816
C 3.14 -0.06 -0.80  -1.285
O 2.07 0.85 -0.51  -0.454
C 1.85 1.86 -1.50  -1.339
C 0.81 1.32 -2.48  0.993
O 0.13 0.34 -2.10  -0.697
N 0.64 1.90 -3.64  0.163
C -0.34 1.40 -4.61  -0.986
C 1.44 3.06 -4.07  -1.014
H 5.07 -2.81 -2.17  0.348
H 5.51 -2.77 -0.46  0.359
H 5.16 -1.27 -1.32  0.367
H 3.14 -4.37 -1.71  0.355
H 1.99 -3.91 -0.45  0.263
H 3.64 -4.39 -0.02  0.353
H 3.49 0.10 -1.82  0.671
H 3.95 0.14 -0.11  0.481
H 2.78 2.13 -1.98  0.743
H 1.45 2.73 -0.98  0.538
H -0.81 0.51 -4.22  0.298
H 0.17 1.17 -5.55  0.408
H -1.10 2.16 -4.79  0.330
H 1.68 3.70 -3.23  0.410
H 0.84 3.65 -4.76  0.356
H 2.35 2.75 -4.58  0.310
C -5.70 1.35 0.23  -1.032
C -4.83 2.23 -0.67  -0.831
Sb -3.01 1.35 -1.43  0.643
C -1.77 1.97 0.27  -0.493
C -2.33 1.69 1.66  -1.066
C -3.27 -0.67 -0.71  -1.480
C -1.95 -1.37 -0.41  -0.327
H -6.59 1.89 0.54  0.376
H -5.18 1.05 1.14  0.234
H -6.03 0.44 -0.28  0.324
H -4.53 3.14 -0.15  0.411
H -5.39 2.54 -1.55  0.456
H -1.60 3.04 0.13  0.765
H -0.74 1.57 0.19  -0.003
H -3.27 2.23 1.80  0.447
H -1.64 2.03 2.44  0.337
H -2.53 0.63 1.82  0.225
H -3.82 -1.23 -1.47  0.592
H -3.90 -0.65 0.18  0.477
H -1.31 -1.42 -1.29  0.269
H -2.08 -2.39 -0.05  0.502
H -1.47 -0.85 0.46  -0.018
C -0.01 0.22 4.81  -1.004
C 1.34 0.36 4.14  -0.564
S 1.53 -0.60 2.63  0.279
O 0.30 -0.18 1.80  -0.591
C 1.17 -2.28 3.22  -0.710
C -0.27 -2.69 3.00  -0.930
H -0.06 0.93 5.64  0.416
H -0.16 -0.78 5.23  0.284
H -0.82 0.45 4.12  0.172
H 2.18 0.04 4.77  0.501
H 1.54 1.39 3.83  0.426
H 1.46 -2.30 4.27  0.539
H 1.86 -2.93 2.67  0.450
H -0.97 -2.02 3.50  0.285
H -0.41 -3.69 3.41  0.458
H -0.52 -2.72 1.94  0.033

Computed properties:
Charge   +2
Spin multiplicity   2
ΔE to the lowest compared entry with this formula, charge and spin   9.75 kcal/mol
<S²>   0.9769
E_HOMO (spin up / spin down)   -0.485 / -0.485 Eh
DFT total energy   -2909.79197 a.u.

=====

No. 3
ORCA calculation (wB97M-V/def2-TZVPD) on a structure of composition C18H41N2O2P3Pd at a distorted geometry.

Each line ends with the Mulliken charge.
Positions of all 67 atoms, in Å:
Pd 0.24 -0.49 -0.49  -0.249
P 0.46 -2.68 -1.20  1.334
P 2.10 -0.27 0.86  0.876
P -1.96 -0.15 0.27  1.128
H 1.32 4.45 0.22  0.332
C 0.28 4.39 0.58  -0.699
C 0.00 4.10 1.85  -0.443
H 0.78 3.87 2.58  0.287
C 1.48 -2.81 -2.70  -1.159
C 1.21 -3.83 -0.01  -1.411
C -1.13 -3.45 -1.61  -1.358
C 2.25 1.40 1.51  -0.818
C 2.10 -1.31 2.34  -0.713
C 3.65 -0.64 -0.01  -1.154
C -2.24 1.58 0.76  -0.980
C -2.47 -1.13 1.70  -0.799
C -3.15 -0.49 -1.06  -1.224
H -0.50 4.66 -0.14  0.354
H -1.04 4.09 2.22  0.297
H 1.02 -3.52 -3.39  0.453
H 2.48 -3.17 -2.43  0.431
H 1.56 -1.83 -3.18  0.254
H 1.13 -4.85 -0.40  0.517
H 0.68 -3.77 0.95  0.394
H 2.27 -3.59 0.15  0.416
H -0.95 -4.48 -1.95  0.548
H -1.63 -2.89 -2.41  0.403
H -1.78 -3.48 -0.73  0.367
H 3.31 1.60 1.71  0.544
H 1.66 1.46 2.44  0.199
H 1.86 2.14 0.81  0.090
H 3.09 -1.22 2.81  0.496
H 1.90 -2.36 2.10  0.308
H 1.33 -0.93 3.03  -0.069
H 4.48 -0.33 0.63  0.535
H 3.69 -0.08 -0.96  0.390
H 3.72 -1.72 -0.23  0.290
H -3.16 1.95 0.29  0.534
H -1.40 2.21 0.44  -0.015
H -2.32 1.63 1.85  0.442
H -3.51 -0.90 1.96  0.484
H -1.82 -0.88 2.55  -0.006
H -2.38 -2.20 1.48  0.389
H -4.09 0.06 -0.87  0.514
H -3.37 -1.57 -1.11  0.345
H -2.74 -0.17 -2.03  0.322
C -0.25 1.42 -3.17  0.701
C 0.66 0.81 -4.04  -0.401
C 0.48 0.94 -5.42  -0.663
C -0.58 1.71 -5.91  -0.520
C -1.46 2.35 -5.03  -0.479
C -1.30 2.22 -3.65  -0.293
O -0.11 1.30 -1.80  -0.427
H 0.80 0.47 -1.62  0.476
H 1.50 0.25 -3.61  0.514
H 1.19 0.45 -6.09  0.484
H -0.71 1.82 -6.98  0.492
H -2.27 2.98 -5.41  0.488
H -1.93 2.71 -2.91  0.517
N -0.32 -0.87 5.76  -0.413
C -0.43 0.30 5.04  0.496
N -0.58 1.42 5.82  -0.435
O -0.30 0.35 3.80  -0.622
H -0.66 -0.88 6.71  0.225
H -0.39 -1.72 5.23  0.228
H -0.83 2.26 5.32  0.225
H -0.92 1.31 6.76  0.231

Computed properties:
Charge   +4
Spin multiplicity   5
ΔE to the lowest compared entry with this formula, charge and spin   16.73 kcal/mol
<S²>   6.0271
E_HOMO (spin up / spin down)   -0.708 / -0.707 Eh
DFT total energy   -2120.69630 a.u.

=====

No. 4
ORCA calculation (wB97M-V/def2-TZVPD) on a structure of composition C18H41N2OP3PbS at a distorted geometry.

Each line ends with the Mulliken charge.
Positions of all 67 atoms, in Å:
Pb -0.67 -3.69 1.14  0.777
P -0.42 2.45 -0.08  0.522
P -1.69 -1.71 2.94  0.451
P 1.16 -0.74 -3.11  0.945
H -3.44 -3.51 1.44  0.276
C -2.77 -4.09 0.82  -0.228
C -2.11 -5.27 1.43  -0.817
H -2.34 -5.49 2.47  0.349
C -1.49 3.89 -0.14  -1.245
C 0.22 2.30 1.60  -0.864
C 1.02 2.83 -1.09  -0.942
C -2.87 -2.44 4.13  -1.204
C -0.47 -0.89 4.04  -1.052
C -2.65 -0.30 2.27  -0.625
C 0.67 -2.33 -3.75  -1.134
C 2.77 -0.30 -3.74  -1.495
C -0.04 0.51 -3.52  -0.816
H -3.03 -4.14 -0.24  0.389
H -1.90 -6.13 0.78  0.392
H -0.87 4.80 0.00  0.430
H -2.24 3.83 0.66  0.373
H -1.99 3.92 -1.12  0.371
H 0.76 3.24 1.78  0.523
H 0.95 1.48 1.70  -0.017
H -0.58 2.20 2.35  0.487
H 1.41 3.76 -0.64  0.533
H 0.76 3.02 -2.13  0.313
H 1.80 2.06 -1.04  0.178
H -3.21 -1.66 4.82  0.463
H -2.38 -3.25 4.70  0.410
H -3.74 -2.86 3.60  0.384
H -0.94 -0.66 5.00  0.411
H -0.09 0.03 3.59  0.239
H 0.37 -1.58 4.21  0.395
H -3.35 0.06 3.03  0.521
H -3.23 -0.63 1.39  0.224
H -1.99 0.52 1.97  -0.229
H 0.80 -2.31 -4.84  0.471
H -0.38 -2.55 -3.52  0.296
H 1.30 -3.12 -3.32  0.435
H 2.71 -0.41 -4.84  0.470
H 3.55 -0.97 -3.37  0.522
H 3.01 0.75 -3.52  0.479
H -0.52 0.20 -4.46  0.547
H 0.47 1.47 -3.69  0.397
H -0.82 0.63 -2.75  -0.157
C -3.00 -0.28 -1.52  -0.887
C -4.32 0.14 -1.73  -0.241
C -5.19 -0.70 -2.40  -0.661
C -4.74 -1.96 -2.84  -0.688
C -3.45 -2.40 -2.57  -1.339
C -2.57 -1.57 -1.89  1.011
O -2.18 0.59 -0.97  0.135
H -1.51 1.32 -0.64  -0.116
H -4.59 1.14 -1.38  0.503
H -6.22 -0.39 -2.57  0.475
H -5.42 -2.62 -3.38  0.461
H -3.14 -3.40 -2.90  0.487
H -1.55 -1.86 -1.60  0.944
N 2.27 -0.49 1.28  -0.365
C 2.41 -0.39 -0.06  0.583
N 3.49 0.26 -0.52  -0.209
S 1.11 -1.06 -1.01  0.182
H 3.04 -0.33 1.91  0.242
H 1.51 -1.09 1.64  -0.019
H 3.72 0.25 -1.52  0.092
H 4.23 0.48 0.12  0.266

Computed properties:
Charge   +4
ΔE to the lowest compared entry with this formula, charge and spin   85.18 kcal/mol
E_HOMO (spin up / spin down)   -0.663 / -0.663 Eh
DFT total energy   -2508.65840 a.u.

=====

No. 5
ORCA calculation (wB97M-V/def2-TZVPD) on a structure of composition C18H41OP3SZr at a distorted geometry.

Each line ends with the Mulliken charge.
Positions of all 65 atoms, in Å:
Zr -0.05 0.24 0.23  -0.569
P -1.75 2.06 0.78  1.632
P -1.84 -1.55 1.95  1.180
P 2.00 1.87 -0.15  1.384
H -1.06 -3.46 -0.26  0.429
C -0.07 -3.32 -0.66  -0.715
C 1.03 -3.20 0.12  -0.327
H 1.00 -3.32 1.21  0.410
C -2.97 2.28 -0.54  -1.219
C -2.76 2.05 2.29  -1.420
C -0.96 3.66 0.96  -1.109
C -1.74 -3.32 2.34  -1.323
C -1.98 -0.98 3.68  -1.169
C -3.61 -1.49 1.43  -1.226
C 3.61 1.08 -0.51  -1.139
C 2.48 2.98 1.22  -1.667
C 1.80 2.99 -1.58  -1.379
H -0.08 -2.93 -1.69  0.167
H 1.93 -2.71 -0.24  0.345
H -3.54 3.15 -0.23  0.480
H -3.60 1.38 -0.63  0.366
H -2.46 2.45 -1.50  0.433
H -3.29 3.01 2.21  0.565
H -2.09 2.04 3.16  0.389
H -3.45 1.20 2.32  0.419
H -1.83 4.33 1.01  0.590
H -0.31 3.89 0.11  0.309
H -0.40 3.68 1.89  0.326
H -2.74 -3.66 2.63  0.485
H -1.07 -3.48 3.19  0.450
H -1.39 -3.92 1.50  0.468
H -2.79 -1.55 4.15  0.478
H -2.21 0.09 3.76  0.270
H -1.04 -1.19 4.22  0.296
H -4.17 -2.23 1.99  0.525
H -3.64 -1.74 0.35  0.441
H -4.03 -0.49 1.58  0.405
H 4.06 1.59 -1.38  0.469
H 3.50 0.01 -0.72  0.289
H 4.27 1.20 0.37  0.426
H 3.20 3.69 0.80  0.453
H 2.95 2.39 2.02  0.486
H 1.61 3.52 1.63  0.393
H 2.76 3.00 -2.12  0.498
H 1.55 3.99 -1.22  0.485
H 1.03 2.62 -2.27  0.351
C 1.20 -1.00 -3.67  0.283
C 0.61 -0.39 -4.84  -0.475
C 0.88 -0.95 -6.09  -0.624
C 1.67 -2.10 -6.24  -0.401
C 2.17 -2.74 -5.09  -0.715
C 1.93 -2.21 -3.81  -0.087
S 1.01 -0.25 -2.16  0.305
H -1.79 -0.05 0.98  -0.375
H 0.02 0.51 -4.67  0.401
H 0.46 -0.43 -6.96  0.406
H 1.94 -2.46 -7.26  0.435
H 2.77 -3.65 -5.19  0.420
H 2.31 -2.71 -2.89  0.280
C 1.57 -0.95 3.22  -0.714
O 1.01 0.08 2.34  -0.074
H 1.61 -1.90 2.68  0.195
H 0.96 -1.01 4.10  0.329
H 2.61 -0.63 3.47  0.399
H 1.22 0.97 2.68  0.181

Computed properties:
Charge   +4
ΔE to the lowest compared entry with this formula, charge and spin   31.45 kcal/mol
E_HOMO (spin up / spin down)   -0.694 / -0.694 Eh
DFT total energy   -2253.23889 a.u.

=====

No. 6
ORCA calculation (wB97M-V/def2-TZVPD) on a structure of composition C18H42BF16N2O22S4Tl at a distorted geometry.

Each line ends with the Mulliken charge.
Positions of all 106 atoms, in Å:
Tl 10.87 17.65 -27.11  2.337
B 9.30 15.07 -28.66  0.123
F 8.66 16.29 -28.61  -0.296
F 10.36 14.86 -29.61  -0.525
F 9.85 15.08 -27.35  -0.156
F 8.28 14.20 -28.84  -0.281
C 9.77 21.55 -24.02  0.649
F 10.84 22.13 -23.54  -0.167
F 9.48 20.44 -23.28  -0.171
F 8.71 22.44 -23.86  -0.206
S 9.96 21.04 -25.92  0.407
O 9.70 22.16 -26.70  -0.451
O 11.28 20.46 -26.16  -0.380
N 9.01 19.70 -26.23  -0.125
S 7.48 20.20 -26.15  0.749
O 6.97 20.00 -24.84  -0.598
O 7.14 21.46 -26.76  -0.562
C 6.50 18.87 -27.19  0.631
F 6.69 17.67 -26.67  -0.202
F 5.20 19.07 -27.29  -0.199
F 7.07 18.90 -28.42  -0.219
C 13.57 13.51 -24.66  0.545
F 14.49 14.00 -23.88  -0.009
F 14.01 12.26 -24.93  -0.205
F 12.32 13.38 -24.19  -0.169
S 13.52 14.45 -26.40  0.159
O 14.78 14.07 -27.03  -0.443
O 12.36 13.89 -27.11  -0.074
N 13.17 16.19 -25.98  0.093
S 14.32 16.55 -25.08  0.237
O 13.92 16.61 -23.69  -0.570
O 15.63 15.93 -25.41  -0.482
C 14.67 18.42 -25.59  0.538
F 15.07 19.17 -24.49  -0.240
F 15.73 18.50 -26.46  -0.268
F 13.61 19.02 -26.15  -0.072
C 8.77 9.89 -28.43  -0.583
C 9.08 11.21 -27.85  0.093
O 10.43 11.66 -28.09  -0.549
O 7.33 9.65 -28.35  -0.534
H 9.41 9.12 -28.01  0.294
H 8.99 9.92 -29.50  0.312
H 8.87 10.97 -26.80  0.166
H 8.42 12.00 -28.19  0.279
H 10.45 12.52 -27.67  0.141
H 7.15 8.81 -28.78  0.304
C 14.55 15.52 -30.46  -0.619
C 13.68 16.69 -29.82  0.042
O 12.40 16.25 -29.25  -0.285
O 13.83 15.00 -31.55  -0.540
H 14.85 14.76 -29.74  0.234
H 15.48 15.99 -30.79  0.432
H 13.43 17.27 -30.71  0.284
H 14.13 17.42 -29.15  0.037
H 11.90 15.49 -29.56  0.260
H 13.32 14.25 -31.25  0.356
C 14.23 21.63 -21.62  -0.221
C 14.41 19.99 -21.30  -0.823
O 13.31 19.36 -21.97  -0.217
O 14.66 22.00 -22.89  -0.535
H 14.93 22.13 -20.95  0.350
H 13.21 21.91 -21.36  0.197
H 14.32 19.83 -20.22  0.404
H 15.30 19.71 -21.85  0.349
H 12.62 19.38 -21.29  0.201
H 14.77 21.27 -23.50  0.346
C 11.47 9.24 -24.07  -0.284
C 12.17 9.47 -25.49  -0.168
O 12.13 8.39 -26.31  -0.548
O 11.28 7.88 -23.77  -0.593
H 10.47 9.68 -24.03  0.274
H 12.01 9.59 -23.19  0.270
H 13.24 9.56 -25.33  0.219
H 11.88 10.41 -25.95  0.150
H 12.78 7.84 -25.87  0.376
H 10.89 7.43 -24.52  0.315
C 10.85 16.83 -23.58  -0.376
C 9.37 16.55 -23.74  -0.774
O 9.14 16.23 -25.09  -0.198
O 11.13 18.10 -24.15  0.633
H 11.30 15.96 -24.06  -0.011
H 11.21 16.75 -22.56  0.569
H 8.74 17.43 -23.59  0.288
H 9.09 15.78 -23.03  0.410
H 8.28 15.85 -25.28  0.145
H 11.65 18.56 -23.48  -0.278
C 14.06 21.02 -30.29  -0.680
C 14.01 20.34 -28.85  -0.625
O 12.90 19.62 -28.69  -0.056
O 12.89 21.55 -30.82  -0.500
H 14.24 20.16 -30.95  0.324
H 14.91 21.67 -30.46  0.407
H 13.93 21.13 -28.10  0.304
H 14.87 19.70 -28.71  0.320
H 12.28 20.07 -29.27  0.178
H 13.05 21.60 -31.76  0.328
C 17.86 13.84 -23.22  -0.074
C 17.84 14.99 -22.25  -0.189
O 18.59 14.71 -21.05  -0.569
O 19.08 13.47 -23.90  -0.564
H 17.03 14.07 -23.88  -0.037
H 17.66 12.90 -22.70  0.362
H 16.79 15.21 -22.07  0.204
H 18.31 15.86 -22.72  0.235
H 18.09 14.10 -20.51  0.324
H 19.56 12.99 -23.23  0.319

Computed properties:
Charge   0
E_HOMO   -0.364 Eh
DFT total energy   -5863.37457 a.u.